9
Properties=species:S:1:pos:R:3 method="wB97M-V/def2-TZVPD" gap_ev=10.155 charge=0 energy_ha=-2316.3346 smiles=S[C@H](Cl)C(Cl)(Cl)Cl
S 1.941 -0.542 0.180
C 0.614 0.406 -0.422
Cl 0.835 2.150 0.083
C -0.831 -0.123 0.057
Cl -0.874 -1.926 -0.249
Cl -1.162 0.226 1.783
Cl -2.134 0.597 -0.812
H 1.129 -1.366 0.939
H 0.482 0.578 -1.559

=====

10
Properties=species:S:1:pos:R:3 method="wB97M-V/def2-TZVPD" gap_ev=9.994 charge=0 energy_ha=-2714.5162
C -0.161 0.887 -0.113
C -0.548 -0.807 -0.077
S 1.631 1.163 0.005
S 0.090 -1.604 1.456
Cl -0.953 1.594 -1.599
Cl -0.721 1.664 1.348
Cl -2.320 -0.976 -0.014
Cl 0.104 -1.676 -1.512
H 1.897 0.346 -1.030
H 0.981 -0.592 1.537

=====

10
Properties=species:S:1:pos:R:3 method="wB97M-V/def2-TZVPD" gap_ev=11.645 charge=0 energy_ha=-2838.5454 smiles=ClC(Cl)Cl.ClC(Cl)Cl
Cl -1.149 -1.203 -0.124
C -0.731 -1.259 -1.836
Cl -0.171 0.281 -2.441
Cl -2.096 -1.939 -2.763
H 0.076 -1.969 -1.954
Cl 1.199 2.797 1.158
C 0.790 1.163 1.722
Cl -0.789 1.075 2.477
Cl 2.026 0.568 2.879
H 0.844 0.487 0.882

=====

6
Properties=species:S:1:pos:R:3 method="wB97M-V/def2-TZVPD" gap_ev=11.362 charge=0 energy_ha=-637.3537 smiles=C#CF.Cl
C -0.168 -1.926 0.039
C 0.342 -1.299 -0.848
F 1.046 -0.781 -1.791
H -0.792 -2.526 0.596
Cl 1.193 2.985 0.175
H 0.350 2.213 -0.511

=====

9
Properties=species:S:1:pos:R:3 method="wB97M-V/def2-TZVPD" gap_ev="8.241 / 7.978" charge=-1 energy_ha=-842.5984
C 0.143 -0.219 -1.602
C -0.452 -0.382 1.482
N 0.923 0.503 -0.556
O -0.261 0.415 -2.550
O 0.119 -1.406 -1.345
F 0.783 1.885 -0.719
Cl 0.366 0.471 2.703
H -1.211 0.139 1.088
H -0.411 -1.406 1.499

=====

7
Properties=species:S:1:pos:R:3 method="wB97M-V/def2-TZVPD" gap_ev=8.557 charge=0 energy_ha=-1035.5976 smiles="F[C@@H](Cl)C=S"
F -1.313 0.840 0.327
C -0.001 0.511 0.123
Cl 0.852 0.755 1.733
C 0.041 -0.808 -0.297
S 0.742 -1.226 -1.600
H 0.360 1.357 -0.614
H -0.681 -1.428 0.327

=====

9
Properties=species:S:1:pos:R:3 method="wB97M-V/def2-TZVPD" gap_ev=9.739 charge=0 energy_ha=-777.0498 smiles=Oc1n[nH]nc1Cl
O -0.742 -0.627 -1.778
C -0.372 -0.296 -0.609
N -1.296 0.044 0.316
N -0.569 0.749 1.297
N 0.674 0.577 1.187
C 0.899 -0.117 0.075
Cl 2.464 -0.346 -0.396
H -0.102 -0.924 -2.382
H -0.956 0.940 2.290

=====

7
Properties=species:S:1:pos:R:3 method="wB97M-V/def2-TZVPD" gap_ev="7.594 / 8.894" charge=0 energy_ha=-667.3889
C -0.019 -0.697 1.117
C 0.386 -0.112 0.004
N -0.632 0.498 -0.649
O -1.685 0.592 0.010
Cl 1.936 -0.142 -0.852
H 0.560 -1.078 1.937
H -0.546 0.939 -1.568

=====

7
Properties=species:S:1:pos:R:3 method="wB97M-V/def2-TZVPD" gap_ev=12.077 charge=0 energy_ha=-667.5459 smiles=N#C[C@@H](O)Cl
N 3.224 1.375 -0.294
C 2.321 0.721 -0.069
C 0.794 -0.098 0.102
O -0.225 0.320 -0.650
Cl 1.331 -1.786 -0.257
H 0.583 -0.012 1.169
H -0.206 -0.104 -1.521

=====

9
Properties=species:S:1:pos:R:3 method="wB97M-V/def2-TZVPD" gap_ev="6.183 / 6.183" charge=-2 energy_ha=-817.9580
C 1.793 -1.547 0.092
C 1.537 -0.196 -0.077
N 0.208 0.635 0.948
O 2.161 -2.553 0.662
O -0.830 1.132 0.236
O 1.113 -1.224 -1.025
Cl 11.167 -0.122 0.065
H 2.159 0.684 -0.386
H -0.160 -0.060 1.634

=====

7
Properties=species:S:1:pos:R:3 method="wB97M-V/def2-TZVPD" gap_ev=9.253 charge=0 energy_ha=-990.4713 smiles=N#C[C@H](S)Cl
N 1.388 1.440 1.725
C 1.180 0.814 0.775
C 1.008 -0.048 -0.309
S -1.028 -0.820 -0.108
Cl 2.117 -1.505 -0.435
H 0.920 0.403 -1.202
H -1.267 -0.602 1.088

=====

8
Properties=species:S:1:pos:R:3 method="wB97M-V/def2-TZVPD" gap_ev=6.713 charge=-1 energy_ha=-1086.2483
C -1.227 0.204 -0.149
C -1.063 1.431 0.170
O -1.116 2.603 0.186
O 0.685 -2.113 0.359
S 1.375 -1.165 -0.635
Cl 2.996 -0.212 0.409
H -0.161 -0.011 -0.574
H -1.490 -0.737 0.236

=====

8
Properties=species:S:1:pos:R:3 method="wB97M-V/def2-TZVPD" gap_ev="7.423 / 7.426" charge=-1 energy_ha=-763.2553
C -1.231 -0.959 0.205
C -0.119 0.052 -0.186
O -1.537 -1.464 1.247
O -1.713 -0.941 -0.934
O 2.374 0.408 0.252
Cl -0.907 1.575 0.017
H 0.492 -0.002 -1.001
H 2.640 1.331 0.401

=====

7
Properties=species:S:1:pos:R:3 method="wB97M-V/def2-TZVPD" gap_ev=6.548 charge=-1 energy_ha=-1011.0255
C 1.181 -0.718 -0.438
C -0.666 0.544 0.388
O 0.770 -1.203 -1.403
S 2.421 -0.648 0.594
Cl -1.883 0.695 -0.942
H -1.146 -0.178 1.030
H -0.678 1.508 0.771

=====

6
Properties=species:S:1:pos:R:3 method="wB97M-V/def2-TZVPD" gap_ev=8.817 charge=0 energy_ha=-878.8585 smiles="ClC1=PC1"
Cl -1.261 1.981 0.383
C -0.490 0.351 0.480
P -0.750 -1.226 0.845
C 0.489 -0.378 -0.280
H 0.508 -0.291 -1.427
H 1.504 -0.437 -0.001

=====

6
Properties=species:S:1:pos:R:3 method="wB97M-V/def2-TZVPD" gap_ev=8.980 charge=0 energy_ha=-878.8633 smiles="Cl[C@@H]1C=P1"
Cl -0.872 0.034 -1.835
C -0.557 0.175 -0.044
C 0.825 0.032 0.419
P 0.053 -1.397 0.818
H -1.208 0.792 0.633
H 1.760 0.364 0.009

=====

8
Properties=species:S:1:pos:R:3 method="wB97M-V/def2-TZVPD" gap_ev="7.501 / 2.893" charge=0 energy_ha=-410.2380
C 1.340 0.286 -0.548
C 0.135 -0.360 -0.460
O -0.867 -0.026 0.391
O 1.664 1.432 0.025
H 0.058 -1.336 -0.971
Cs -4.048 -1.771 1.666
Na 0.023 1.688 1.506
H 1.695 0.088 -1.608

=====

9
Properties=species:S:1:pos:R:3 method="wB97M-V/def2-TZVPD" gap_ev="9.345 / 6.994" spin_multiplicity=2 charge=+1 energy_ha=-532.1349
F 3.152 0.119 0.105
O 0.391 -0.583 0.069
Tl 2.033 -0.814 -1.535
Li 1.832 0.240 1.199
C -1.679 -0.045 -0.184
C -0.790 -0.885 0.516
H -1.129 -1.511 1.352
F -1.386 1.167 -0.591
H -2.711 -0.339 0.194

=====

11
Properties=species:S:1:pos:R:3 method="wB97M-V/def2-TZVPD" gap_ev="8.677 / 8.677" charge=0 energy_ha=-935.2244
C 2.295 -0.214 -0.188
C 1.064 -0.852 0.053
N 3.241 0.392 -0.424
N -2.007 0.140 0.039
O -0.445 1.744 -1.129
O -0.409 1.544 1.358
F 0.835 -1.471 1.214
F 0.540 -1.587 -0.948
S -0.575 0.974 0.062
H -2.183 -0.484 0.812
H -2.355 -0.186 -0.849

=====

7
Properties=species:S:1:pos:R:3 method="wB97M-V/def2-TZVPD" gap_ev=9.784 charge=0 energy_ha=-675.1927
C 0.797 0.019 0.739
C 1.166 -0.425 -0.559
F 1.386 -0.303 1.883
F 1.961 -1.489 -0.828
S 1.806 1.216 -0.201
H -0.726 0.548 0.769
H 0.203 -0.580 -1.100